Below is a molecular structure, C39H39MgN4O9P at a distorted geometry, with properties calculated with ωB97M-V/def2-TZVPD.

Values from the calculation:
Strongest force on any atom   0.1281 hartree/bohr
Charge   -2
Kohn-Sham gap (alpha / beta)   3.15 / 3.15 eV
2S+1   1

Geometry as XYZ:
```
93
C39H39MgN4O9P, DFT ωB97M-V/def2-TZVPD
Mg -0.15184 -1.17122 -0.48119
O -3.73935 -3.68132 0.01263
C -2.66447 -3.19392 0.40938
O -1.91716 -2.39860 -0.22472
C -2.17632 -3.57242 1.78698
C -2.89010 -4.43010 2.57797
C -2.40947 -4.77180 3.84989
C -1.20569 -4.25068 4.31700
C -0.50021 -3.39516 3.52012
C -0.92198 -2.98060 2.20794
O -0.30058 -2.19429 1.46509
N 0.76176 -2.89965 4.09343
O 1.76887 -3.54205 3.88861
O 0.69467 -1.98163 4.89939
N -3.15180 -5.66741 4.68688
O -2.68228 -5.96688 5.78648
O -4.22532 -6.10293 4.28455
H -3.81877 -4.82598 2.19177
H -0.82509 -4.51109 5.29470
C 1.08893 3.01449 -0.90859
N -0.36601 3.27706 -1.24630
C -1.15224 3.89487 -0.12294
C -1.05263 1.99955 -1.64114
C -0.48486 1.28454 -2.83553
C -0.43845 1.91563 -4.08640
C 0.06989 1.24653 -5.18418
C 0.53141 -0.06974 -5.03934
C 0.47758 -0.70200 -3.80708
C -0.03348 -0.04621 -2.65441
H 1.59381 3.93803 -0.61700
H 1.56503 2.64763 -1.81493
H 1.23837 2.28476 -0.16613
H -0.36841 3.94805 -2.01243
H -1.20069 3.21954 0.82229
H -2.17097 4.10828 -0.45808
H -0.68396 4.84196 0.15872
H -2.09986 2.25692 -1.84714
H -1.03463 1.31135 -0.79655
H -0.80620 2.94020 -4.20728
H 0.10869 1.73150 -6.15368
H 0.92821 -0.59307 -5.90815
H 0.83445 -1.72725 -3.71798
O 1.60636 -1.17119 0.92199
P 2.16793 0.18358 1.26127
C 0.86438 1.22557 2.09657
C 0.38004 0.70186 3.29619
C -0.58565 1.35560 4.04662
C -1.11239 2.55628 3.60465
C -0.67427 3.09103 2.39785
C 0.29551 2.43687 1.64535
C 2.96605 1.15346 -0.15545
C 3.75698 2.27696 0.06268
C 4.33804 2.98355 -1.00781
C 4.13270 2.55570 -2.34029
C 3.36036 1.44043 -2.61693
C 2.76293 0.71811 -1.53582
C 3.56147 -0.05869 2.39620
C 3.88852 0.85366 3.39829
C 4.98175 0.63251 4.22757
C 5.76035 -0.50178 4.06144
C 5.44128 -1.41812 3.06329
C 4.35064 -1.19814 2.23975
H 0.76669 -0.24208 3.65083
H -0.93280 0.91610 4.97374
H -1.87586 3.06404 4.18353
H -1.11443 4.01400 2.07032
H 0.52273 2.90216 0.63404
H 3.93472 2.63066 1.07777
H 4.95168 3.85666 -0.80975
H 4.59841 3.10634 -3.15664
H 3.21298 1.10883 -3.63838
H 2.11689 -0.27031 -1.78528
H 3.29141 1.74819 3.54121
H 5.22526 1.34720 5.00582
H 6.61331 -0.67631 4.70751
H 6.04503 -2.30787 2.93035
H 4.10093 -1.91440 1.46706
C -5.22536 -0.77794 -2.77658
C -3.92473 -0.95681 -3.56621
C -3.72400 0.23349 -4.51365
C -3.98957 -2.25389 -4.37550
C -2.79968 -1.03026 -2.63135
N -1.91293 -1.08734 -1.89958
H -6.08368 -0.72245 -3.45225
H -5.20288 0.13773 -2.18180
H -5.38436 -1.61142 -2.08994
H -4.55404 0.30830 -5.22336
H -2.79771 0.13350 -5.08251
H -3.66602 1.17319 -3.96038
H -4.82350 -2.22654 -5.08185
H -4.12473 -3.11713 -3.72168
H -3.06966 -2.41036 -4.94206
O 1.39408 -0.07738 -0.73954
```



Below is a single C19H15N5 molecule at a distorted geometry, with properties calculated with ωB97M-V/def2-TZVPD.

Values from the calculation:
Strongest force on any atom   0.0528 hartree/bohr
SMILES string   CN1c2ccccc2C(n2cnc3cncnc32)c2ccccc21
Kohn-Sham gap   7.93 eV
2S+1   1

Geometry as XYZ:
```
39
C19H15N5, DFT ωB97M-V/def2-TZVPD
C -0.02918 -3.30070 -1.04341
N -0.00022 -1.83677 -0.98440
C -1.21150 -1.16801 -1.00227
C -2.41958 -1.88436 -1.09025
C -3.64389 -1.24683 -1.01735
C -3.68756 0.13435 -0.78515
C -2.49857 0.85904 -0.67864
C -1.26610 0.23724 -0.86801
C 0.00168 1.04618 -0.92052
N 0.00229 1.96624 0.18459
C -0.01186 3.33795 0.20679
N -0.00282 3.79910 1.46435
C -0.00612 2.70837 2.30139
C 0.03752 2.52679 3.68533
N 0.05977 1.26774 4.14058
C 0.03803 0.21878 3.32848
N 0.00540 0.29527 1.94949
C -0.00968 1.52606 1.50817
C 1.26527 0.22895 -0.87875
C 2.49894 0.84066 -0.66466
C 3.68333 0.11974 -0.79674
C 3.64506 -1.24961 -1.09796
C 2.41876 -1.88654 -1.21126
C 1.21413 -1.17018 -1.05510
H 0.86204 -3.73379 -0.57451
H -0.88284 -3.65452 -0.45471
H -0.12094 -3.66306 -2.09028
H -2.41227 -2.96518 -1.18955
H -4.55815 -1.83289 -1.12816
H -4.64753 0.63504 -0.67754
H -2.54064 1.92417 -0.45354
H 0.00393 1.64365 -1.85144
H -0.02978 3.91502 -0.71145
H 0.05785 3.39517 4.34404
H 0.05182 -0.77576 3.77415
H 2.53932 1.89692 -0.39490
H 4.64053 0.61811 -0.65576
H 4.56827 -1.81774 -1.22775
H 2.38527 -2.95461 -1.38330
```



Below is 2 unconnected molecules or ions with the total composition C3H12NO at a distorted geometry, with properties calculated with ωB97M-V/def2-TZVPD.

Values from the calculation:
Strongest force on any atom   0.0431 hartree/bohr
Charge   +1
Kohn-Sham gap   11.94 eV
2S+1   1

Geometry as XYZ:
```
17
C3H12NO, DFT ωB97M-V/def2-TZVPD
C -0.71060 -2.36552 -1.83666
O -0.35818 -0.96832 -1.48858
H -1.60319 -2.68263 -1.30569
H 0.14458 -2.99349 -1.59950
H -0.88457 -2.41144 -2.91382
H 0.25325 -0.75386 -2.20512
C 1.49428 1.30670 1.31854
C 0.07372 1.71182 0.94746
N -0.79037 0.46934 0.75421
H 1.59052 1.19545 2.39915
H 2.16326 2.12043 1.05649
H 1.82447 0.40519 0.82209
H 0.04516 2.21727 -0.01126
H -0.41106 2.31644 1.70118
H -0.62530 -0.10661 1.58161
H -1.77668 0.69186 0.79121
H -0.42927 -0.15262 -0.01131
```